Record 1
DFT (ωB97M-V with the def2-TZVPD basis set) results for 5 unconnected molecules or ions with the total composition C31H23F32N2O8.

## Properties
M	1159.47	u
calculated total energy	-138842.1702	eV
HOMO	-5.0484	eV
lowest unoccupied orbital energy	1.5820	eV
total charge	-1

Cartesian coordinates (Å):
O1 4.031 3.462 3.067
C1 3.913 2.876 2.033
C2 3.358 3.509 0.780
C3 1.862 3.401 0.692
C4 1.068 4.571 0.495
C5 1.740 5.927 0.439
O2 2.153 6.295 1.563
O3 1.843 6.481 -0.661
C6 -0.303 4.477 0.420
C7 -0.964 3.238 0.560
N1 -2.326 3.186 0.495
C8 -2.836 1.993 0.648
C9 -2.072 0.834 0.857
N2 -0.766 0.846 0.899
C10 -0.195 2.070 0.748
C11 1.218 2.185 0.802
O4 1.956 1.020 0.953
H1 4.214 1.819 1.958
H2 3.633 4.559 0.777
H3 3.839 3.038 -0.079
H4 -0.889 5.370 0.270
H5 -3.913 1.897 0.610
H6 -2.578 -0.114 0.983
H7 1.771 0.651 1.824
C12 0.446 -4.988 0.329
C13 1.926 -5.383 0.470
C14 2.413 -5.835 1.849
F1 2.318 -4.847 2.755
F2 3.719 -6.191 1.753
F3 2.714 -4.399 -0.001
F4 2.106 -6.471 -0.342
O5 0.134 -3.611 0.334
C15 -0.135 -2.937 1.504
C16 0.858 -1.798 1.728
F5 2.116 -2.290 1.832
F6 0.566 -1.169 2.891
F7 -0.194 -3.774 2.562
F8 -1.359 -2.388 1.373
H8 0.172 -5.314 -0.673
H9 -0.187 -5.551 1.015
H10 1.842 -6.701 2.194
H11 0.814 -1.082 0.906
C17 -0.322 7.371 5.963
C18 -1.441 7.909 5.055
C19 -2.775 7.159 5.058
F9 -2.640 5.904 4.595
F10 -3.648 7.810 4.248
F11 -0.994 8.047 3.798
F12 -1.739 9.162 5.527
O6 0.689 6.590 5.367
C20 0.565 5.227 5.246
C21 0.605 4.788 3.784
F13 -0.409 5.346 3.105
F14 0.463 3.434 3.735
F15 -0.536 4.765 5.884
F16 1.630 4.672 5.867
H12 0.204 8.262 6.304
H13 -0.727 6.896 6.858
H14 -3.198 7.128 6.066
H15 1.549 5.081 3.310
C22 -5.457 4.666 -4.170
C23 -6.678 3.952 -4.775
C24 -7.657 3.280 -3.811
F17 -7.072 2.276 -3.132
F18 -8.683 2.753 -4.528
F19 -6.280 3.068 -5.715
F20 -7.407 4.918 -5.409
O7 -4.225 3.977 -4.184
C25 -3.852 3.153 -3.144
C26 -3.625 1.719 -3.625
F21 -4.759 1.212 -4.156
F22 -3.271 0.950 -2.572
F23 -4.732 3.201 -2.126
F24 -2.676 3.601 -2.681
H16 -5.286 5.518 -4.827
H17 -5.679 5.081 -3.187
H18 -8.066 4.007 -3.104
H19 -2.835 1.695 -4.377
C27 4.045 -9.030 -2.263
C28 2.934 -10.094 -2.307
C29 3.342 -11.537 -2.607
F25 3.876 -11.652 -3.839
F26 2.239 -12.322 -2.558
F27 1.960 -9.706 -3.156
F28 2.392 -10.126 -1.055
O8 4.213 -8.218 -3.411
C30 5.035 -8.586 -4.445
C31 4.256 -8.710 -5.755
F29 3.305 -9.658 -5.651
F30 5.108 -9.071 -6.742
F31 5.734 -9.705 -4.174
F32 5.933 -7.592 -4.620
H20 3.726 -8.329 -1.493
H21 4.991 -9.446 -1.915
H22 4.060 -11.899 -1.866
H23 3.788 -7.757 -6.007

Results of the Mulliken charge analysis, in e, for atoms 1 through 6: number 1, O, carries -0.482; number 2, C, carries 0.072; number 3, C, carries -1.102; number 4, C, carries 0.588; number 5, C, carries 0.529; number 6, C, carries -0.540



Record 2
DFT (ωB97M-V with the def2-TZVPD basis set) results for 5 unconnected molecules or ions with the total composition C39H60Br3N2O12PS5 at a distorted geometry.

## Properties
M	1179.93	u
calculated total energy	-342547.4441	eV
HOMO	-8.0114	eV
lowest unoccupied orbital energy	-1.3637	eV
SMILES	C[C@@H](Br)[C@H](Br)c1c(Br)c2c(c([PH2]=S)c1CCCCCN)C(=O)C(CC=O)=C(CCC(N)=O)C2=O.O=S1(=O)CCCC1.O=S1(=O)CCCC1.O=S1(=O)CCCC1.O=S1(=O)CCCC1
total charge	0

Cartesian coordinates (Å):
C1 -2.556 6.485 3.954
C2 -3.437 5.169 3.961
Br1 -4.569 5.064 2.279
C3 -2.615 3.751 4.259
Br2 -0.970 4.032 5.211
C4 -2.586 2.889 2.877
C5 -1.663 3.124 1.691
Br3 -0.183 4.452 1.822
C6 -1.745 2.351 0.383
C7 -3.053 1.507 0.169
C8 -3.997 1.233 1.313
P1 -5.684 0.371 1.065
S1 -6.975 1.335 2.239
C9 -3.610 1.702 2.767
C10 -4.220 0.935 4.033
C11 -2.970 -0.075 4.493
C12 -3.240 -1.630 4.273
C13 -1.998 -2.543 3.798
C14 -2.117 -2.659 2.167
N1 -0.863 -3.168 1.535
C15 -3.302 0.977 -1.291
O1 -4.439 1.051 -1.874
C16 -2.098 0.957 -2.368
C17 -2.219 0.119 -3.739
C18 -3.072 -1.227 -3.465
O2 -2.607 -2.377 -3.382
C19 -0.916 1.730 -2.099
C20 0.216 2.034 -3.187
C21 0.861 3.488 -2.839
C22 -0.138 4.649 -2.460
N2 -1.606 4.662 -2.717
O3 0.298 5.641 -1.786
C23 -0.607 2.294 -0.660
O4 0.525 1.998 -0.217
H1 -3.022 7.286 3.267
H2 -2.504 7.037 4.989
H3 -1.488 6.371 3.581
H4 -4.235 5.355 4.767
H5 -3.406 3.241 4.911
H6 -6.269 0.728 -0.231
H7 -5.689 -1.012 1.299
H8 -4.542 1.538 4.913
H9 -4.925 0.107 3.668
H10 -2.814 0.015 5.645
H11 -1.965 0.195 4.066
H12 -4.056 -1.842 3.484
H13 -3.650 -2.079 5.266
H14 -0.971 -2.168 4.108
H15 -2.114 -3.637 4.137
H16 -2.991 -3.363 1.922
H17 -2.446 -1.620 1.768
H18 -0.418 -2.349 1.094
H19 -1.137 -3.795 0.762
H20 -2.503 0.686 -4.665
H21 -1.147 -0.270 -3.846
H22 -4.226 -1.155 -3.395
H23 0.981 1.201 -3.326
H24 -0.301 2.242 -4.204
H25 1.624 3.410 -1.987
H26 1.424 3.882 -3.764
H27 -1.962 5.623 -2.570
H28 -2.034 4.125 -1.932
C24 5.166 -3.356 0.626
C25 4.365 -4.536 1.179
C26 3.115 -3.967 1.853
S2 2.750 -2.431 1.012
O5 2.926 -1.341 1.945
O6 1.541 -2.590 0.232
C27 4.155 -2.469 -0.087
H29 5.955 -3.684 -0.049
H30 5.631 -2.806 1.451
H31 4.072 -5.195 0.356
H32 4.955 -5.131 1.881
H33 2.263 -4.642 1.759
H34 3.295 -3.741 2.905
H35 4.518 -1.457 -0.261
H36 3.831 -2.919 -1.027
C28 -2.978 10.898 7.862
C29 -4.333 11.431 7.395
C30 -4.442 11.154 5.895
S3 -3.436 9.707 5.577
O7 -2.324 10.094 4.741
O8 -4.293 8.589 5.254
C31 -2.845 9.511 7.250
H37 -2.910 10.864 8.952
H38 -2.179 11.549 7.493
H39 -5.133 10.906 7.926
H40 -4.443 12.496 7.608
H41 -5.471 10.950 5.598
H42 -4.040 11.980 5.305
H43 -1.819 9.142 7.241
H44 -3.498 8.794 7.752
C32 7.685 -7.066 -3.437
C33 6.963 -6.432 -4.627
C34 5.597 -5.952 -4.133
S4 5.794 -5.590 -2.393
O9 4.989 -6.520 -1.633
O10 5.716 -4.158 -2.191
C35 7.502 -6.095 -2.278
H45 8.742 -7.241 -3.650
H46 7.224 -8.029 -3.195
H47 7.543 -5.579 -4.993
H48 6.856 -7.136 -5.456
H49 5.274 -5.052 -4.655
H50 4.840 -6.730 -4.232
H51 7.692 -6.546 -1.304
H52 8.122 -5.205 -2.408
C36 2.957 -7.102 -9.322
C37 1.551 -7.015 -8.726
C38 1.654 -7.392 -7.247
S5 3.310 -6.951 -6.733
O11 4.026 -8.161 -6.397
O12 3.245 -5.820 -5.837
C39 3.869 -6.389 -8.332
H53 3.007 -6.646 -10.312
H54 3.254 -8.151 -9.416
H55 1.178 -5.990 -8.820
H56 0.849 -7.667 -9.251
H57 0.930 -6.846 -6.641
H58 1.528 -8.466 -7.098
H59 4.923 -6.634 -8.464
H60 3.726 -5.307 -8.373

Results of the Mulliken charge analysis, in e, for atoms 1 through 6: number 1, C, carries -0.751; number 2, C, carries -0.122; number 3, Br, carries -0.153; number 4, C, carries 0.052; number 5, Br, carries -0.028; number 6, C, carries -0.171



Record 3
DFT (ωB97M-V with the def2-TZVPD basis set) results for a molecular structure, C20H39N2O2P3RuS at a distorted geometry.

## Properties
<S²>	6.02
M	565.60	u
calculated total energy	-69688.2906	eV
spin multiplicity	5
HOMO (spin up / spin down)	-17.3701 / -20.5810	eV
lowest unoccupied orbital energy (spin up / spin down)	-11.4383 / -15.4468	eV
ΔE to the lowest compared entry with this formula, charge and spin	16.2	kcal/mol
total charge	+4

Cartesian coordinates (Å):
P1 -1.187 2.296 2.497
C1 -2.696 2.017 3.457
H1 -3.096 3.031 3.615
H2 -2.459 1.544 4.418
H3 -3.426 1.412 2.906
C2 -0.405 3.503 3.609
H4 0.355 4.081 3.065
H5 0.048 2.992 4.472
H6 -1.207 4.186 3.942
C3 -1.829 3.329 1.148
H7 -2.759 3.806 1.529
H8 -2.066 2.717 0.260
H9 -1.102 4.120 0.886
P2 -0.470 -0.358 -4.452
C4 -1.877 -1.535 -4.437
H10 -2.175 -1.723 -5.475
H11 -2.707 -1.095 -3.872
H12 -1.558 -2.465 -3.954
C5 -1.081 0.972 -5.566
H13 -0.287 1.722 -5.694
H14 -1.929 1.432 -5.042
H15 -1.389 0.537 -6.528
C6 0.777 -1.295 -5.440
H16 0.364 -1.515 -6.434
H17 0.980 -2.221 -4.886
H18 1.703 -0.711 -5.519
P3 2.262 -1.442 2.386
C7 1.510 -2.993 3.076
H19 2.285 -3.672 3.464
H20 0.975 -3.514 2.266
H21 0.788 -2.781 3.877
C8 3.652 -2.237 1.471
H22 4.169 -2.984 2.082
H23 4.350 -1.455 1.159
H24 3.216 -2.714 0.585
C9 3.126 -0.861 3.898
H25 3.808 -1.618 4.320
H26 2.405 -0.572 4.677
H27 3.721 0.031 3.647
Ru1 0.674 0.661 -1.883
C10 -1.212 0.683 -1.556
O1 -2.361 0.680 -1.342
C11 0.513 -1.203 -1.797
O2 0.430 -2.355 -1.673
C12 2.710 0.690 -2.473
C13 2.644 0.853 -1.085
C14 1.780 1.814 -0.534
C15 1.080 2.696 -1.367
C16 1.152 2.521 -2.757
C17 1.992 1.544 -3.308
H28 3.270 -0.125 -2.914
H29 3.120 0.131 -0.442
H30 1.598 1.802 0.530
H31 0.385 3.424 -0.951
H32 0.519 3.111 -3.398
H33 2.063 1.405 -4.382
S1 -0.036 0.367 2.748
C18 -1.167 -0.971 2.403
N1 -2.269 -1.167 3.129
C19 -3.122 -2.196 2.553
C20 -2.299 -2.720 1.396
N2 -1.106 -1.894 1.426
H34 -2.515 -0.643 3.972
H35 -4.056 -1.729 2.216
H36 -3.370 -2.958 3.302
H37 -2.832 -2.541 0.459
H38 -2.071 -3.783 1.498
H39 -0.306 -2.063 0.820

Results of the Mulliken charge analysis, in e, for atoms 1 through 6: number 1, P, carries 1.040; number 2, C, carries -1.636; number 3, H, carries 0.596; number 4, H, carries 0.346; number 5, H, carries 0.391; number 6, C, carries -1.286



Record 4
DFT (ωB97M-V with the def2-TZVPD basis set) results for C4H9N3S in the gas phase at a distorted geometry.

## Properties
M	131.20	u
calculated total energy	-19595.2910	eV
HOMO	-8.7071	eV
lowest unoccupied orbital energy	0.7302	eV
ΔE to the lowest compared entry with this formula, charge and spin	100.2	kcal/mol
SMILES	C[C@H]1N[C@@H]1C(=S)NN
total charge	0

Cartesian coordinates (Å):
C1 2.510 0.243 1.394
C2 1.256 -0.091 0.376
C3 -0.157 -0.494 0.607
C4 -0.952 -0.005 -0.616
H1 2.713 1.368 1.411
H2 3.442 -0.238 0.915
H3 2.335 -0.258 2.299
H4 1.459 0.215 -0.657
H5 0.709 -1.446 -1.044
H6 -0.499 -0.505 1.599
H7 -2.169 0.801 0.699
H8 -2.902 -0.338 -1.660
H9 -2.728 1.382 -1.921
N1 0.714 -1.506 0.153
N2 -2.041 0.622 -0.218
N3 -3.085 0.652 -1.273
S1 -0.604 -0.402 -2.064

Results of the Mulliken charge analysis, in e, for atoms 1 through 6: number 1, C, carries -1.090; number 2, C, carries -0.283; number 3, C, carries 0.099; number 4, C, carries 0.339; number 5, H, carries 0.287; number 6, H, carries 0.241



Record 5
DFT (ωB97M-V with the def2-TZVPD basis set) results for C5H10O2 in the gas phase.

## Properties
M	102.13	u
calculated total energy	-9441.6417	eV
HOMO	-9.6335	eV
lowest unoccupied orbital energy	0.8919	eV
ΔE to the lowest compared entry with this formula, charge and spin	32.3	kcal/mol
SMILES	C[C@H]1OCC[C@H]1O
total charge	0

Cartesian coordinates (Å):
C1 1.702 -0.093 -0.975
C2 0.931 0.352 0.258
O1 0.207 1.553 -0.028
C3 -1.182 1.348 0.180
C4 -1.399 -0.153 0.035
C5 -0.136 -0.657 0.735
O2 0.261 -1.983 0.461
H1 2.447 0.668 -1.231
H2 1.030 -0.220 -1.831
H3 2.211 -1.043 -0.782
H4 1.650 0.560 1.062
H5 -1.736 1.955 -0.540
H6 -1.471 1.674 1.192
H7 -2.331 -0.503 0.494
H8 -1.394 -0.456 -1.020
H9 -0.271 -0.528 1.822
H10 -0.518 -2.474 0.168

Results of the Mulliken charge analysis, in e, for atoms 1 through 6: number 1, C, carries -1.341; number 2, C, carries 0.291; number 3, O, carries -0.424; number 4, C, carries -0.449; number 5, C, carries -0.813; number 6, C, carries 0.162